Entry one
The following is a DFT calculation (wB97M-V/def2-TZVPD) of a cluster of 2 separate species, C6H15NO2 in total.

Element x y z (Å)
O -1.2701 -0.8782 -0.0090
C -0.2891 -0.1215 0.0127
N 0.2917 0.2051 1.1577
C -0.1092 -0.4093 2.3964
C -0.8447 0.4600 -2.5183
C 2.7319 0.6375 1.2278
C 0.2293 0.4789 -1.3452
C 1.3432 1.2567 1.3035
H -0.3176 -1.4622 2.1423
H -1.0419 0.0574 2.7552
H 0.6330 -0.3845 3.2120
H -0.3383 0.7062 -3.4668
H -1.6283 1.2136 -2.3319
H -1.3241 -0.5280 -2.6216
H 3.3996 1.4893 1.4404
H 2.9668 0.2488 0.2226
H 2.9289 -0.1571 1.9670
H 0.5645 1.5262 -1.2183
H 1.1281 -0.1435 -1.5192
H 1.3430 2.1260 0.6181
H 1.2708 1.6439 2.3381
O -3.6718 -2.9861 -1.9863
H -3.5842 -2.3450 -1.2449
H -4.4111 -2.6344 -2.5322

Calculated values
lowest unoccupied orbital energy: 0.030 Eh
structure (SMILES): CCC(=O)N(C)CC.O
net charge: 0
spin multiplicity: 1
HOMO-LUMO gap: 10.0 eV

Entry two
The following is a DFT calculation (wB97M-V/def2-TZVPD) of a cluster of 3 separate species, C6H15NO2 in total.

Element x y z (Å)
C 0.3545 -0.4182 0.6659
C -0.7757 -0.1160 -0.2986
C 0.9738 -1.8034 0.6426
C -0.0495 0.0551 2.0527
C 1.8038 0.6128 0.0790
C -1.1807 -1.2226 -1.2561
N -0.2828 1.1722 -0.8972
O -0.2099 2.3326 -0.2821
O -1.8519 2.2071 -1.9532
H -1.1497 2.9159 -1.0109
H -1.5418 2.1299 -2.8722
H -1.6975 0.2310 0.1781
H 1.8701 -1.8125 1.2716
H 1.2632 -2.0989 -0.3672
H 0.2890 -2.5474 1.0642
H -0.9896 -0.4195 2.3554
H -0.3330 1.1137 2.0143
H 0.7561 -0.1014 2.7738
H 2.6465 -0.0592 -0.0920
H 1.9992 1.1241 1.0226
H 2.0763 1.3395 -0.6846
H -2.0539 -0.9860 -1.8687
H -1.5721 -2.0662 -0.6775
H -0.3447 -1.5828 -1.8598

Calculated values
lowest unoccupied orbital energy (alpha / beta): -0.023 / -0.023 Eh
net charge: 0
spin multiplicity: 1
HOMO-LUMO gap (alpha / beta): 8.2 / 8.2 eV

Entry three
The following is a DFT calculation (wB97M-V/def2-TZVPD) of a cluster of 2 separate species, C6H15NO2 in total.

Element x y z (Å)
C -1.8584 1.6377 -1.5825
N -0.2313 0.4734 -2.8026
O -1.0904 1.6207 -2.7668
H -0.6418 -0.1748 -3.4760
H 0.6464 0.8140 -3.1886
H -2.4618 0.7310 -1.4904
H -1.2253 1.7421 -0.6971
H -2.5041 2.5076 -1.6806
C -0.9579 -1.7542 1.8381
C 1.7400 0.3106 -0.1016
C 1.4976 -0.1215 2.3886
C -0.1609 -1.0427 0.7800
C 0.9455 -0.3327 1.0080
O -0.7133 -1.2199 -0.4597
H -0.2947 -0.6397 -1.1182
H -1.7152 -2.3565 1.3440
H -0.3249 -2.4026 2.4387
H -1.4552 -1.0435 2.4967
H 1.7774 -0.3227 -0.9871
H 1.3176 1.2749 -0.3898
H 2.3893 -0.7321 2.5414
H 1.7862 0.9217 2.5145
H 0.7750 -0.3729 3.1579
H 2.7603 0.4822 0.2333

Calculated values
lowest unoccupied orbital energy: 0.031 Eh
structure (SMILES): CC(C)=C(C)O.CON
net charge: 0
spin multiplicity: 1
HOMO-LUMO gap: 8.6 eV

Most stable structure, least stable structure: entry one, entry two.

Entry one
The following is a DFT calculation (wB97M-V/def2-TZVPD) of a cluster of 2 separate species, C6H15NO2 in total.

Element x y z (Å)
C -2.2974 0.3896 0.1900
C -1.6698 -0.9845 -0.2834
C -2.5954 1.2550 -1.0323
O -1.4703 1.0517 1.0971
H -0.5993 1.2380 0.6233
H -3.2207 0.1601 0.7334
H -3.2773 0.7470 -1.7083
H -2.4217 -1.5060 -0.8794
H -0.7984 -0.8157 -0.9134
H -1.3952 -1.6062 0.5671
H -1.6746 1.4784 -1.5655
H -3.0492 2.1899 -0.7179
C 2.0588 0.1340 0.4319
C 1.4447 -0.7130 1.5486
C 2.9230 -0.6627 -0.5366
N 1.0092 0.9192 -0.1943
O 1.0916 1.1500 -1.3826
H 2.6604 0.9255 0.9079
H 3.3773 -0.0011 -1.2711
H 1.0960 -1.6629 1.1445
H 0.5957 -0.2007 1.9948
H 2.1885 -0.9159 2.3174
H 3.7110 -1.1742 -0.0032
H 2.3130 -1.3955 -1.0681

Calculated values
lowest unoccupied orbital energy: -0.017 Eh
structure (SMILES): CC(C)N=O.CC(C)O
net charge: 0
spin multiplicity: 1
HOMO-LUMO gap: 9.0 eV

Entry two
The following is a DFT calculation (wB97M-V/def2-TZVPD) of a cluster of 2 separate species, C6H15NO2 in total.

Element x y z (Å)
O 2.2165 2.1531 -0.0308
C 1.6194 1.1411 -0.4165
N 0.3783 0.8196 -0.0039
C 2.3781 0.1207 -1.2644
C -0.4105 -1.4909 -0.7642
C -0.9382 2.7365 0.6614
C -0.5952 0.0881 -0.7883
C -0.2242 1.5012 1.1744
H 3.4080 0.4600 -1.4664
H 1.8991 -0.1397 -2.2231
H 2.4229 -0.7848 -0.6361
H -1.3204 -1.9662 -1.1677
H -0.2382 -1.8709 0.2568
H 0.4465 -1.7788 -1.3961
H -1.8808 2.6400 0.0968
H -0.2009 3.2585 0.0286
H -1.1271 3.3487 1.5593
H -0.4735 0.3727 -1.8511
H -1.6530 0.2621 -0.5123
H -0.9264 0.7862 1.6446
H 0.5148 1.8014 1.9420
O -2.0979 -4.6869 1.8187
H -1.6961 -4.5939 0.9252
H -1.5014 -4.1778 2.4131

Calculated values
lowest unoccupied orbital energy: 0.019 Eh
structure (SMILES): CCN(CC)C(C)=O.O
net charge: 0
spin multiplicity: 1
HOMO-LUMO gap: 9.7 eV

Most stable structure, least stable structure: entry two, entry one.

Entry one
The following is a DFT calculation (wB97M-V/def2-TZVPD) of the molecule C3H4FN.

Element x y z (Å)
C -1.7814 0.1088 0.1744
C 0.3896 -0.5340 -0.1736
C 1.7386 0.2667 -0.1283
N -0.6338 0.3318 -0.3044
F 2.9518 -0.1811 0.0937
H -2.4950 0.8918 -0.0251
H -2.2640 -0.6482 0.9241
H 0.3283 -1.5642 -0.1171
H 1.7659 1.3285 -0.4438

Calculated values
lowest unoccupied orbital energy: 0.013 Eh
structure (SMILES): C=N/C=C/F
net charge: 0
spin multiplicity: 1
HOMO-LUMO gap: 8.6 eV

Entry two
The following is a DFT calculation (wB97M-V/def2-TZVPD) of the molecule C3H4FN.

Element x y z (Å)
C 0.8651 1.4121 0.5902
C -0.8305 -0.4364 -0.5190
C 0.4074 -0.4029 0.3208
N 1.1445 2.5043 0.7379
F 1.4835 -0.9385 -0.2848
H -0.6729 0.0976 -1.4550
H -1.6603 0.0158 0.0183
H -1.0707 -1.4723 -0.7483
H 0.3339 -0.7798 1.3401

Calculated values
lowest unoccupied orbital energy: 0.024 Eh
structure (SMILES): C[C@@H](F)C#N
net charge: 0
spin multiplicity: 1
HOMO-LUMO gap: 12.7 eV

Most stable structure, least stable structure: entry two, entry one.

Entry one
The following is a DFT calculation (wB97M-V/def2-TZVPD) of a cluster of 5 separate species, C5H20O5 in total.

Element x y z (Å)
C 0.3395 -0.4365 2.7808
O 0.2724 -1.6542 3.6100
H -0.3255 -0.5256 1.9218
H -0.1153 0.3966 3.3167
H 1.3508 -0.0443 2.6732
H 0.9830 -1.5247 4.2424
C -0.1786 -4.6971 0.8490
O -0.1997 -3.3527 1.2274
H -0.1643 -4.6367 -0.2392
H 0.6584 -5.3465 1.1059
H -1.0470 -5.2909 1.1344
H -0.1715 -3.1739 2.1702
C 1.2452 3.5562 -2.5939
O 1.0870 4.8568 -2.0435
H 2.2231 3.5968 -3.0736
H 1.3699 2.7633 -1.8564
H 0.4250 3.2862 -3.2590
H 0.1670 5.1268 -1.9958
C -2.1502 2.3214 -1.0739
O -1.9921 1.1593 -0.2260
H -1.7757 2.0732 -2.0670
H -3.1986 2.5905 -1.2031
H -1.4986 3.1306 -0.7443
H -2.4778 1.2969 0.5905
C 0.8118 -0.5437 -0.9357
O 1.5792 -1.7316 -0.6670
H -0.0641 -0.3130 -0.3293
H 1.4580 0.3301 -1.0187
H 0.3019 -0.6990 -1.8864
H 1.0865 -2.5144 -0.4096

Calculated values
lowest unoccupied orbital energy: 0.023 Eh
structure (SMILES): CO.CO.CO.CO.CO
net charge: 0
spin multiplicity: 1
HOMO-LUMO gap: 10.2 eV

Entry two
The following is a DFT calculation (wB97M-V/def2-TZVPD) of a cluster of 5 separate species, C5H20O5 in total.

Element x y z (Å)
C -0.2337 -1.4919 1.1922
O -0.2934 -0.1033 0.9470
H -0.0345 -2.0688 0.2891
H 0.5137 -1.7574 1.9399
H -1.1847 -1.9096 1.5226
H -0.6278 0.0351 0.0578
C -2.2595 -2.2214 -3.2017
O -1.1700 -2.2383 -2.2989
H -2.2884 -1.2175 -3.6253
H -2.2114 -2.9403 -4.0195
H -3.2463 -2.4005 -2.7747
H -1.2615 -1.3934 -1.8523
C 0.5439 1.9713 3.6545
O -0.2176 0.8401 3.7619
H 0.4891 2.6284 4.5225
H 1.5919 1.7248 3.4840
H 0.1951 2.6097 2.8428
H -0.3264 0.4811 2.8782
C 2.8816 0.2825 0.6833
O 2.8347 -0.0153 -0.6957
H 2.5730 -0.4490 1.4301
H 3.9171 0.4143 0.9972
H 2.4037 1.2590 0.7618
H 2.7192 0.8256 -1.1441
C -0.6062 1.2030 -2.0694
O -1.6616 0.6651 -1.3268
H 0.1855 1.6040 -1.4367
H -0.0126 0.4746 -2.6217
H -1.0328 1.7801 -2.8899
H -2.1797 1.4077 -1.0079

Calculated values
lowest unoccupied orbital energy: 0.012 Eh
structure (SMILES): CO.CO.CO.CO.CO
net charge: 0
spin multiplicity: 1
HOMO-LUMO gap: 10.2 eV

Most stable structure, least stable structure: entry two, entry one.

Entry one
The following is a DFT calculation (wB97M-V/def2-TZVPD) of the molecule C22H29NO4.

Element x y z (Å)
C -0.7021 -3.1355 4.9806
C -1.3439 -1.8192 4.5677
H -2.4167 -1.9587 4.3990
H -1.1816 -1.0464 5.3219
O -0.7513 -1.3036 3.3743
C -1.2026 -1.7889 2.2128
O -2.0905 -2.5971 2.1295
C -0.4138 -1.2406 1.0276
C -0.0925 0.2458 1.2112
H 0.4223 0.4066 2.1583
C -1.3716 1.0876 1.1745
N -2.0771 0.8628 -0.0619
C -2.1476 1.7370 -1.0950
O -2.5737 1.4185 -2.1923
C -1.7137 3.1341 -0.8274
C -2.2795 4.0247 -0.0220
C -1.6600 5.3834 -0.1553
H -2.3499 6.0524 -0.6770
H -1.4379 5.8322 0.8144
C -0.3930 5.1197 -0.9866
H 0.4734 5.0591 -0.3263
H -0.2073 5.9085 -1.7127
C -0.6243 3.7577 -1.6602
H -0.9783 3.8625 -2.6883
H 0.2766 3.1426 -1.6829
H -3.1141 3.8446 0.6342
C -2.4555 -0.5191 -0.2661
C -1.2254 -1.4265 -0.2586
H -1.5508 -2.4638 -0.3413
H -0.5965 -1.1809 -1.1153
H -2.9672 -0.5812 -1.2280
H -3.1454 -0.8188 0.5292
H -1.1255 2.1455 1.2679
H -2.0258 0.8045 2.0082
H 0.5614 0.5641 0.3969
C 0.8826 -2.0977 1.0060
C 1.8109 -1.7459 -0.1202
C 1.7142 -2.3785 -1.3509
C 2.5484 -2.0450 -2.4046
C 3.5123 -1.0572 -2.2400
C 3.6285 -0.4277 -0.9997
C 2.7912 -0.7705 0.0396
H 2.9060 -0.2793 0.9950
H 4.3889 0.3275 -0.8781
O 4.3834 -0.6431 -3.2011
C 4.3139 -1.2401 -4.4731
H 4.5206 -2.3143 -4.4249
H 3.3376 -1.0778 -4.9411
H 5.0836 -0.7530 -5.0696
H 2.4365 -2.5633 -3.3437
H 0.9776 -3.1554 -1.4952
H 1.3952 -1.9554 1.9600
H 0.5903 -3.1473 0.9240
H 0.3712 -3.0100 5.1026
H -0.8862 -3.8915 4.2213
H -1.1298 -3.4703 5.9211

Calculated values
lowest unoccupied orbital energy: 0.025 Eh
structure (SMILES): CCOC(=O)C1(Cc2ccc(OC)cc2)CCN(C(=O)C2=CCCC2)CC1
net charge: 0
spin multiplicity: 1
HOMO-LUMO gap: 9.1 eV

Entry two
The following is a DFT calculation (wB97M-V/def2-TZVPD) of a cluster of 2 separate species, C22H29NO4 in total.

Element x y z (Å)
C -0.6842 -2.3274 1.9875
C -1.0959 -3.3661 0.9309
O -2.1510 -3.1652 0.3420
C -0.2679 -4.5602 0.6595
H 0.4423 -4.7922 1.3282
H -0.9766 -5.5270 0.6918
C 0.2943 -4.4682 -0.5054
C 1.3321 -3.1739 -0.7605
C 0.9819 -1.9351 -1.2776
C 1.9641 -0.9449 -1.1462
C 3.1055 -0.8580 -0.5089
C 3.3838 -2.1999 -0.0738
C 2.6192 -3.5265 -0.1437
H 2.8912 -4.2106 0.4340
H 4.4435 -2.4249 0.3672
O 4.0701 -0.1408 -0.3099
C 3.9187 1.0484 -0.7953
C 2.9302 1.9204 0.2065
O 3.5614 2.0403 1.3798
H 4.3339 2.3105 1.5709
C 2.7372 3.4306 -0.4304
N 1.8059 4.3128 0.6807
H 2.0279 4.0035 1.5369
C 0.4650 4.3435 0.3374
C -0.2519 3.1365 -0.0797
O -1.5317 3.2997 0.0120
C -2.4963 2.0602 -0.0967
C -3.8063 2.7749 -0.2808
C -4.9013 1.6149 -0.2639
C -4.4677 0.2577 -0.2837
C -3.1612 0.0505 -0.2538
C -2.2090 0.8711 -0.1969
H -1.1244 0.6109 0.0732
H -2.9276 -1.2339 -0.2053
C -5.6015 -0.8125 -0.4945
H -5.9607 -0.5076 -1.4602
H -5.1289 -1.7318 -0.5073
H -6.3719 -0.5554 0.4847
H -5.8706 1.9979 -0.4754
H -4.2016 3.7925 -0.1695
H 0.1601 2.2561 -0.5139
H -0.2118 2.5026 1.3466
H -0.0586 4.9237 0.9017
H 0.4080 4.6030 -0.8032
H 3.6680 3.9744 -0.4140
H 2.5501 3.3971 -1.3710
H 2.0826 1.3599 0.2309
H 5.0004 1.5420 -0.8299
H 3.4897 1.3332 -1.9643
H 1.5090 0.1032 -1.5427
H 0.0997 -1.7688 -1.7026
H -0.3495 -4.1284 -1.4900
H 1.1059 -5.2015 -1.0106
H 0.3199 -2.0798 1.6864
H -0.5219 -2.8476 3.0047
H -1.3716 -1.3843 2.1686

Calculated values
lowest unoccupied orbital energy: 0.022 Eh
net charge: 0
spin multiplicity: 1
HOMO-LUMO gap: 8.2 eV

Most stable structure, least stable structure: entry one, entry two.

Entry one
The following is a DFT calculation (wB97M-V/def2-TZVPD) of the molecule C17H25NO3.

Element x y z (Å)
C 0.4953 -1.0219 4.8440
C -0.3188 -1.4197 3.6278
H -1.3716 -1.1381 3.7399
H -0.2753 -2.5003 3.4525
O 0.2185 -0.7469 2.4861
C -0.4202 -0.9364 1.3320
O -1.3901 -1.6437 1.2286
C 0.2589 -0.1973 0.1838
C -0.6698 -0.2385 -1.0359
N -1.9199 0.4051 -0.7022
C -1.7290 1.8096 -0.4179
C -0.8324 1.9654 0.8070
C 0.5026 1.2643 0.5742
H 1.0360 1.7599 -0.2400
H 1.1178 1.3124 1.4736
H -0.6701 3.0249 1.0130
H -1.3351 1.5214 1.6681
H -1.2715 2.3367 -1.2783
H -2.7041 2.2607 -0.2217
C -3.0306 0.1251 -1.5952
H -3.2657 0.9834 -2.2408
C -4.2568 -0.2550 -0.7554
O -4.0801 -1.4809 -0.1033
H -3.2097 -1.4732 0.3281
H -4.4562 0.5463 -0.0267
H -5.1353 -0.3675 -1.3970
H -2.7827 -0.7236 -2.2364
H -0.1641 0.2492 -1.8894
H -0.8749 -1.2794 -1.2941
C 1.5846 -0.9541 -0.0810
C 2.3706 -0.3913 -1.2301
C 2.1806 -0.8676 -2.5221
C 2.8899 -0.3353 -3.5840
C 3.8051 0.6810 -3.3689
C 4.0136 1.1529 -2.0845
C 3.3031 0.6186 -1.0240
H 3.4803 0.9840 -0.0226
H 4.7341 1.9381 -1.9069
H 4.3585 1.0978 -4.1973
H 2.7296 -0.7165 -4.5819
H 1.4746 -1.6668 -2.6964
H 2.1832 -0.9075 0.8312
H 1.3437 -2.0010 -0.2827
H 0.4449 0.0532 4.9939
H 0.1031 -1.5220 5.7246
H 1.5356 -1.3055 4.7084

Calculated values
lowest unoccupied orbital energy: 0.027 Eh
structure (SMILES): CCOC(=O)[C@]1(Cc2ccccc2)CCCN(CCO)C1
net charge: 0
spin multiplicity: 1
HOMO-LUMO gap: 9.1 eV

Entry two
The following is a DFT calculation (wB97M-V/def2-TZVPD) of the molecule C17H25NO3.

Element x y z (Å)
C -3.4367 -1.6381 -0.8944
C -2.3478 -1.4934 0.1620
C -1.1814 -2.4413 -0.1010
H -1.5456 -3.4713 -0.1256
H -0.7494 -2.2123 -1.0765
C -0.0799 -2.3439 0.9656
N 0.6056 -1.0834 0.9798
C 1.3788 -0.6082 -0.0446
C 1.9148 -1.2843 -1.1325
C 2.7140 -0.6030 -2.0405
C 2.9751 0.7575 -1.8529
C 2.4431 1.4403 -0.7629
C 1.6571 0.7494 0.1292
C 0.9380 1.2488 1.3594
C -0.0678 2.2815 0.8940
O 0.1050 3.4706 0.9610
O -1.1381 1.7099 0.3357
C -2.1405 2.5731 -0.2029
C -3.1586 2.9611 0.8594
H -3.9372 3.5724 0.4126
H -2.6727 3.5307 1.6480
H -3.6097 2.0709 1.2919
H -2.6080 2.0014 -1.0076
H -1.6558 3.4659 -0.6101
H 1.6181 1.7443 2.0563
C 0.3330 -0.0416 1.9589
C 0.9886 -0.3818 3.2995
H 0.7997 0.4074 4.0228
H 0.5905 -1.3137 3.6938
H 2.0621 -0.4944 3.1675
H -0.7483 0.0662 2.1073
H 2.6403 2.4948 -0.6224
O 3.7673 1.3938 -2.7759
H 3.8569 2.3198 -2.5242
C 3.3093 -1.2960 -3.2273
H 4.3950 -1.2189 -3.1973
H 3.0256 -2.3447 -3.2500
H 2.9775 -0.8143 -4.1458
H 1.7239 -2.3358 -1.2810
H 0.6534 -3.1412 0.7908
H -0.5165 -2.5029 1.9545
H -2.7708 -1.7033 1.1483
H -1.9802 -0.4675 0.1588
H -4.2604 -0.9569 -0.6927
H -3.8278 -2.6537 -0.9068
H -3.0394 -1.4138 -1.8820

Calculated values
lowest unoccupied orbital energy: 0.030 Eh
structure (SMILES): CCCCN1c2cc(C)c(O)cc2[C@@H](C(=O)OCC)[C@@H]1C
net charge: 0
spin multiplicity: 1
HOMO-LUMO gap: 7.7 eV

Most stable structure, least stable structure: entry two, entry one.